ORCA calculation (ωB97M-V/def2-TZVPD) on a cluster of 10 separate species, C10H40N12O10 in total at a distorted geometry.

XYZ file:
```
72
Properties=species:S:1:pos:R:3:forces:R:3
H 6.726 9.022 13.417 0.412 -0.723 -0.726
H 9.407 13.049 14.190 0.164 0.111 -0.374
O 6.570 8.445 18.941 0.395 0.320 0.167
H 6.573 13.057 16.573 -0.743 0.937 0.771
H 10.813 8.543 17.028 0.551 -0.765 0.373
C 6.719 9.610 14.298 0.973 0.922 1.680
N 11.188 11.533 17.985 0.882 -0.606 0.062
N 11.869 6.299 12.409 -0.457 1.222 0.146
N 10.098 10.067 8.539 -0.621 0.230 0.290
H 4.854 8.724 17.793 -0.735 0.394 0.437
H 13.339 10.485 12.882 -0.008 -0.322 0.158
C 9.722 11.400 8.559 1.802 1.715 0.676
H 14.249 8.799 15.097 -0.386 -1.206 0.816
H 11.960 12.111 18.327 -0.824 -0.098 -0.337
H 8.128 10.046 15.688 -0.467 0.777 -0.159
H 13.309 12.446 7.816 0.651 -0.227 0.717
H 9.797 9.698 16.819 -1.388 1.266 0.228
H 12.863 11.634 11.690 -0.033 0.017 0.170
H 12.682 5.514 14.679 0.240 -1.247 -1.035
O 8.520 11.941 16.159 -0.777 1.646 -0.769
N 10.758 9.524 16.874 0.709 -1.169 -0.283
N 9.103 11.813 7.417 -0.956 -1.166 -0.950
H 5.774 9.466 14.789 -0.450 -0.466 0.545
H 14.317 7.126 14.544 0.207 0.040 0.698
H 8.838 11.705 12.067 0.090 0.476 -0.146
H 10.341 11.945 17.616 0.105 -0.096 0.002
H 11.757 6.976 13.194 0.107 -1.053 -0.898
H 9.768 13.805 12.064 -0.333 -0.155 -0.270
H 8.612 11.091 6.916 0.125 -0.175 -0.116
N 12.929 4.855 13.908 -0.358 0.088 -0.567
H 10.124 10.314 14.398 0.058 0.423 0.010
H 12.657 13.807 8.549 0.337 0.187 0.652
N 8.079 12.056 11.496 -0.829 -1.252 0.110
H 9.519 14.790 10.807 -0.323 0.235 -0.442
H 8.656 12.688 7.200 0.483 0.455 1.116
C 12.719 5.222 12.565 1.108 1.237 1.505
N 9.037 14.269 11.519 -1.190 -1.814 -0.076
O 10.681 12.201 12.991 -0.592 2.067 -1.183
O 10.117 12.223 9.419 -0.844 -1.686 -1.148
N 8.655 13.599 14.587 1.891 -1.466 -0.839
N 7.156 13.818 16.215 -2.691 -0.724 -0.684
H 12.144 8.277 15.880 0.295 -0.554 -0.291
O 12.734 12.159 9.824 0.954 -0.159 0.266
O 12.811 10.002 17.725 1.637 -1.269 0.243
O 13.339 4.761 11.631 -0.395 -0.880 -0.133
H 14.453 7.445 16.331 -0.266 0.035 0.096
C 13.970 7.733 15.400 -0.048 0.979 -2.176
H 11.915 6.726 11.474 0.084 -0.434 0.901
C 11.666 10.297 17.562 -2.036 2.531 -0.018
H 6.627 14.311 15.432 0.796 -0.621 1.691
C 13.304 12.951 8.811 -0.995 0.168 -1.073
N 12.610 11.027 12.468 -0.281 0.994 -0.418
H 7.541 11.324 10.989 0.620 1.187 0.619
H 14.279 13.268 9.161 0.156 0.091 -0.381
O 12.531 7.548 15.353 0.479 0.858 0.679
H 6.387 7.676 19.471 -0.202 -0.346 0.189
H 11.595 9.468 14.229 -0.407 0.819 -0.530
H 10.439 9.623 9.405 -0.358 0.534 -1.035
O 7.851 9.283 15.175 -0.844 -0.495 -1.270
O 7.392 13.549 10.003 -2.236 1.323 -2.857
H 5.787 7.376 17.278 0.490 0.455 0.278
C 8.086 13.292 10.906 3.953 0.024 3.122
N 11.028 10.283 13.958 0.889 -1.796 0.738
C 11.438 11.266 13.122 0.349 -2.274 0.925
H 8.290 14.312 13.995 -0.417 0.454 0.000
H 11.779 12.201 9.751 -0.876 -0.055 -0.072
C 5.873 8.392 17.727 -0.537 -1.210 -0.408
H 6.364 9.037 17.041 0.553 0.356 -0.592
C 8.108 13.028 15.647 1.922 -0.573 0.263
H 9.790 9.511 7.735 0.389 0.135 0.963
H 13.465 3.988 14.034 -0.403 1.076 0.167
H 6.697 10.660 14.026 0.450 0.295 -0.213
```
Forces are in eV/Å.

Values from the calculation:
HOMO level in eV: -9.531
LUMO in eV: 0.19
Kohn-Sham gap in eV: 9.72
SMILES: NC(N)=O.NC(N)=O.NC(N)=O.NC(N)=O.NC(N)=O.NC(N)=O.CO.CO.CO.CO
E in eV: -49379.0717
ΔE to the lowest compared entry with this formula, charge and spin in eV: 1.6258